[1]
Molecular formula: C4H14NOS
Method: DFT, wB97M-V/def2-TZVPD

Output
- net charge = +1
- HOMO energy (eV) = -13.01

Each line ends with the natural charge from an NBO analysis.
CARTESIAN COORDINATES (ANGSTROEM)
C (1.1639, -0.8144, -1.3088)  -0.64
C (-0.1282, -0.3541, -0.6522)  -0.04
C (-0.4568, -1.2771, 0.5629)  -0.43
C (-1.8076, -1.0343, 1.3819)  -0.54
S (-2.9988, -0.0209, 0.4364)  -0.03
N (0.0004, 1.1194, -0.2988)  -0.71
H (0.9481, -1.7623, -1.7834)  0.25
H (2.0494, -0.8401, -0.6810)  0.22
H (1.4968, -0.1529, -2.1108)  0.22
H (-0.9066, -0.3919, -1.4130)  0.23
H (-0.4037, -2.3132, 0.2221)  0.25
H (0.4508, -1.1386, 1.1527)  0.21
H (-1.4528, -0.6316, 2.3288)  0.24
H (-2.2717, -2.0047, 1.5529)  0.25
H (-3.2430, -1.0226, -0.3870)  0.14
H (0.7630, 1.3937, 0.3563)  0.46
H (-0.7834, 1.4642, 0.2640)  0.45
H (0.1837, 1.7516, -1.0777)  0.44
H (2.7759, 1.9844, 0.2018)  0.48
H (2.3524, 3.4763, 0.4771)  0.50
O (2.2683, 2.5690, 0.7756)  -0.96

Atomic forces in eV per Å
0.12 0.66 -0.57
0.09 -0.57 -0.25
-0.08 1.05 -0.28
1.80 -0.41 -1.09
0.14 0.26 1.03
0.39 0.38 1.74
0.33 -0.35 0.11
-0.18 -0.49 0.58
-0.42 0.16 -0.26
-0.12 0.15 0.18
-0.09 0.19 -0.27
-0.25 -0.23 0.74
-0.87 0.41 0.06
0.07 0.18 0.22
-0.24 -0.23 -0.53
0.34 -0.59 -0.27
-0.69 -0.16 -0.73
-0.49 -0.29 -0.34
0.49 0.52 -0.01
0.30 0.13 -0.20
-0.65 -0.76 0.13

[2]
Molecular formula: C19H21N5O3
Method: DFT, wB97M-V/def2-TZVPD

Output
- SMILES = Cn1ccnc1[C@H]1CCCCN1Cc1nc(-c2ccc3c(c2)OCO3)no1
- net charge = 0
- HOMO energy (eV) = -8.21

Each line ends with the natural charge from an NBO analysis.
CARTESIAN COORDINATES (ANGSTROEM)
C (-2.2809, -4.0694, 2.1301)  -0.41
N (-2.3945, -2.6491, 2.0933)  -0.36
C (-3.1970, -1.9059, 2.9079)  -0.12
C (-3.1768, -0.6006, 2.2649)  -0.07
N (-2.5534, -0.6354, 1.0435)  -0.46
C (-1.9991, -1.8628, 1.0004)  0.35
C (-0.9955, -2.3962, -0.1386)  -0.07
C (-0.9351, -1.4803, -1.2625)  -0.42
C (-0.1660, -2.1093, -2.3876)  -0.40
C (1.2475, -2.2922, -1.9183)  -0.42
C (1.2970, -3.2788, -0.6755)  -0.21
N (0.3222, -2.8149, 0.3781)  -0.45
C (0.9544, -1.9649, 1.3900)  -0.28
C (0.8457, -0.4269, 1.3918)  0.54
N (1.4423, 0.3418, 0.4871)  -0.52
C (1.0114, 1.6092, 0.9492)  0.31
C (1.2542, 2.6466, -0.0206)  -0.12
C (2.2878, 2.5336, -0.9632)  -0.18
C (2.5064, 3.6979, -1.7735)  -0.26
C (1.7755, 4.8692, -1.6005)  0.28
C (0.7943, 4.9304, -0.6944)  0.21
C (0.5103, 3.8284, 0.1308)  -0.20
O (0.1788, 6.1376, -0.6769)  -0.46
C (0.8434, 6.8575, -1.6789)  0.22
O (1.7186, 5.9640, -2.3916)  -0.49
N (0.1995, 1.5934, 1.9595)  -0.14
O (0.1779, 0.1885, 2.3708)  -0.30
H (-1.5511, -4.4064, 1.3687)  0.23
H (-1.8145, -4.4035, 3.1428)  0.21
H (-3.2062, -4.5628, 1.8776)  0.21
H (-3.6870, -2.1695, 3.8244)  0.22
H (-3.6978, 0.2264, 2.7064)  0.20
H (-1.4560, -3.2919, -0.5053)  0.20
H (-1.9180, -1.1723, -1.6073)  0.23
H (-0.4490, -0.5718, -0.9576)  0.22
H (-0.8085, -2.9555, -2.7451)  0.20
H (-0.1598, -1.3095, -3.1563)  0.21
H (1.6919, -1.3520, -1.7451)  0.22
H (1.8094, -2.7677, -2.7464)  0.20
H (2.3383, -3.3861, -0.4334)  0.21
H (0.9643, -4.3178, -1.0038)  0.19
H (2.0274, -2.2749, 1.5894)  0.23
H (0.3782, -2.2289, 2.2429)  0.21
H (3.0951, 1.8273, -0.8820)  0.24
H (3.2775, 3.5860, -2.4971)  0.22
H (-0.2625, 3.9554, 0.9515)  0.25
H (1.6070, 7.5700, -1.2770)  0.16
H (0.1524, 7.2941, -2.4626)  0.18

Atomic forces in eV per Å
2.29 -1.41 1.06
0.10 0.79 -1.25
0.85 3.99 -2.27
-0.95 -3.12 1.11
1.34 -1.50 1.36
0.19 -0.11 -0.24
-1.41 -0.36 2.85
-0.46 1.50 -0.85
-1.03 1.53 -0.74
0.04 -3.71 -0.71
-2.33 0.51 -2.05
2.12 0.11 -0.32
-0.13 0.17 1.01
1.79 -0.58 -1.72
-1.68 -0.42 3.02
-0.45 -2.59 -1.56
0.19 1.72 0.61
-0.37 3.18 0.17
-0.06 -1.24 0.75
0.97 -1.85 -1.85
-1.32 -2.18 3.20
-0.77 1.47 0.32
-0.36 0.23 -0.36
1.16 1.48 -1.59
0.16 0.03 -0.40
0.60 -0.48 0.97
0.44 1.15 -1.99
-0.27 0.35 0.42
-1.19 0.40 -1.62
-0.45 -0.13 0.40
0.18 -0.50 0.05
-0.01 0.49 -0.40
-0.31 -0.93 -0.23
-0.32 -0.14 0.15
0.27 0.58 0.11
1.26 0.17 0.05
-0.02 -0.76 -0.16
0.46 1.11 0.63
0.09 0.16 0.40
0.21 0.15 1.22
0.24 1.25 0.20
-1.32 0.42 -0.51
-0.10 -0.13 1.43
-0.42 -0.65 -0.34
0.50 0.44 -0.59
1.01 -0.46 -1.22
-1.31 0.15 0.22
0.58 -0.28 1.27

[3]
Molecular formula: C17H16CoN8O2S2
Method: DFT, wB97M-V/def2-TZVPD

Output
- <S²> = 6.0157
- net charge = +1
- spin multiplicity = 5
- HOMO energy (alpha / beta) (eV) = -10.53 / -11.32

Each line ends with the natural charge from an NBO analysis.
CARTESIAN COORDINATES (ANGSTROEM)
Co (0.9035, -0.4040, 0.6484)  1.33
N (1.0139, -3.7236, 3.5086)  -0.74
C (0.7867, -2.6660, 2.7186)  0.29
S (2.0803, -1.5639, 2.3880)  -0.33
N (-0.4315, -2.4679, 2.2540)  -0.33
N (-0.5671, -1.4331, 1.4679)  -0.39
C (-1.8520, -1.0437, 1.0220)  0.07
C (-1.8376, 0.4647, 0.8359)  0.22
C (-3.0136, 1.1563, 0.5899)  -0.23
C (-2.9716, 2.5389, 0.4784)  -0.12
C (-1.7423, 3.1693, 0.5963)  -0.24
C (-0.6087, 2.3943, 0.7964)  0.07
N (-0.6509, 1.0741, 0.9364)  -0.52
H (1.9451, -3.9161, 3.8342)  0.42
H (0.2895, -4.4080, 3.6389)  0.41
H (-2.6360, -1.3407, 1.7341)  0.23
H (-3.9407, 0.6126, 0.4830)  0.23
H (-3.8757, 3.1061, 0.3100)  0.24
H (-1.6645, 4.2421, 0.5182)  0.24
H (0.3719, 2.8467, 0.8523)  0.21
N (3.7086, 4.2484, -0.1840)  -0.77
C (3.1497, 3.0769, -0.5683)  0.21
C (3.4185, 1.8889, 0.1291)  -0.25
C (2.8451, 0.6925, -0.2648)  -0.29
C (1.9538, 0.6756, -1.3487)  -0.45
C (1.6706, 1.8464, -2.0417)  -0.09
C (2.2712, 3.0297, -1.6663)  -0.27
S (1.2476, -0.9042, -1.8105)  2.29
O (1.7984, -1.8599, -0.8600)  -0.95
O (1.3232, -1.1725, -3.2018)  -0.87
N (-0.2963, -0.6949, -1.1956)  -0.94
C (-1.2089, -1.6168, -1.2952)  0.63
N (-2.1486, -1.7156, -0.2629)  -0.35
C (-3.1381, -2.6236, -0.3498)  0.12
C (-3.2268, -3.4642, -1.4215)  -0.33
C (-2.2078, -3.3663, -2.3872)  0.17
N (-1.2623, -2.4767, -2.3182)  -0.45
H (4.4383, 4.2549, 0.5070)  0.40
H (3.6521, 5.0452, -0.7912)  0.40
H (4.1083, 1.9007, 0.9580)  0.23
H (3.2362, -0.2428, 0.1304)  0.28
H (0.9984, 1.8102, -2.8850)  0.24
H (2.0886, 3.9301, -2.2322)  0.23
H (-3.8450, -2.6576, 0.4683)  0.23
H (-4.0135, -4.1913, -1.4969)  0.25
H (-2.1603, -4.0514, -3.2224)  0.22

Atomic forces in eV per Å
-0.33 -0.01 1.22
-0.27 0.12 -0.27
1.64 0.75 0.07
0.06 -0.05 0.02
-2.23 -0.41 -0.16
0.77 -0.23 0.37
-0.23 -0.08 0.42
-0.34 0.32 0.15
0.26 -0.11 0.05
0.27 -0.11 0.06
-0.11 -0.10 -0.08
-0.03 0.25 0.11
-0.12 0.00 -0.06
-0.03 0.04 -0.04
-0.08 -0.02 0.06
0.09 0.06 -0.24
-0.11 -0.01 0.06
-0.01 0.02 -0.02
0.08 0.07 -0.01
0.06 0.04 0.03
0.08 0.24 0.10
-0.13 -0.37 0.11
-0.18 0.10 -0.03
0.51 0.01 -0.57
-0.09 -0.75 0.11
-0.02 0.18 0.01
-0.10 -0.31 -0.07
-0.96 -0.19 -0.61
0.47 0.13 0.07
0.14 0.33 -0.11
1.56 1.00 0.07
-0.71 -0.78 0.07
0.57 -0.06 -0.57
-0.34 -0.49 -0.38
0.03 0.20 0.15
-0.34 -0.06 0.37
0.38 0.08 -0.37
0.00 0.01 -0.05
0.04 0.06 0.00
0.15 -0.02 0.08
-0.14 0.10 0.11
-0.06 0.07 -0.13
-0.09 0.11 -0.06
0.09 0.04 0.07
-0.14 -0.08 0.02
-0.06 -0.07 -0.10

[4]
Molecular formula: C4H10N2
Method: DFT, wB97M-V/def2-TZVPD

Output
- net charge = 0
- HOMO energy (alpha / beta) (eV) = -7.36 / -7.08

Each line ends with the natural charge from an NBO analysis.
CARTESIAN COORDINATES (ANGSTROEM)
C (-0.9858, -1.3469, -0.3234)  -0.46
C (-1.1606, -0.7255, 1.0225)  -0.46
C (-0.6288, 0.0855, 0.0187)  0.12
C (-0.6297, 1.4067, -0.4881)  -0.69
N (2.2186, 0.5901, -0.1893)  -0.63
N (1.7694, -0.3452, 0.6757)  -0.45
H (-0.1196, -1.9976, -0.4113)  0.18
H (-1.8827, -1.6781, -0.8373)  0.21
H (-2.1937, -0.6302, 1.2208)  0.19
H (-0.7903, -1.2667, 1.8963)  0.22
H (0.4686, 1.6507, -0.5628)  0.23
H (-1.0938, 2.1441, 0.1774)  0.22
H (-1.1035, 1.3703, -1.4749)  0.22
H (2.1735, 0.4386, -1.2099)  0.37
H (2.5143, 1.5393, 0.2593)  0.40
H (1.4443, -1.2352, 0.2262)  0.32

Atomic forces in eV per Å
0.85 0.65 -0.55
-1.33 -1.88 2.20
0.83 -2.14 0.22
0.42 0.81 -0.53
1.07 0.87 0.56
-1.10 0.36 -0.30
-0.30 -0.28 -0.27
0.13 0.28 -0.28
-1.48 0.59 0.28
1.01 0.69 -0.11
-0.74 0.37 -0.39
0.01 -0.14 -0.19
0.25 0.62 0.00
0.20 0.56 1.04
-0.73 -2.78 -1.48
0.89 1.41 -0.20